ORCA calculation (the ωB97M-V functional and the def2-TZVPD basis) on C12H27CrO12 as an isolated structure at a distorted geometry.

```
52
Properties=species:S:1:pos:R:3:nbo_charge:R:1
Cr -0.055 -1.125 0.671 1.2899
C 1.817 -0.116 3.372 -0.2128
O 0.974 -0.761 2.442 -0.9581
H 1.288 0.513 4.088 0.1201
H 2.524 -0.860 3.736 0.1360
H 2.593 0.563 3.016 0.0929
C 1.262 -3.804 -1.140 -0.2014
O 0.853 -2.847 -0.214 -0.9884
H 0.571 -4.638 -1.261 0.1184
H 1.345 -3.210 -2.050 0.1162
H 2.254 -4.199 -0.917 0.1048
C -2.513 -2.472 2.571 -0.2010
O -1.815 -1.917 1.474 -0.9450
H -3.206 -1.774 3.040 0.0978
H -3.115 -3.307 2.212 0.1265
H -1.801 -2.814 3.322 0.1400
C -1.508 -0.876 -4.866 -0.2484
O -0.804 -1.048 -3.607 -0.4917
C -1.327 -0.731 -2.436 1.0294
O -0.798 -0.832 -1.332 -0.5748
O -2.646 -0.259 -2.570 -0.5738
C -3.396 0.365 -1.506 -0.2550
H -2.245 -1.636 -5.128 0.1943
H -0.775 -0.850 -5.673 0.1888
H -1.911 0.128 -5.001 0.1900
H -4.452 0.338 -1.775 0.1831
H -3.030 1.362 -1.258 0.1765
H -3.297 -0.273 -0.627 0.2334
C -0.644 3.632 -0.358 -0.2479
O -1.003 3.237 0.963 -0.5268
C -1.185 1.977 1.431 1.0171
O -0.977 0.919 0.838 -0.6074
O -1.554 2.200 2.693 -0.5016
C -2.106 1.191 3.509 -0.2630
H -1.285 3.198 -1.125 0.1794
H 0.382 3.361 -0.604 0.1949
H -0.632 4.717 -0.467 0.1837
H -1.377 0.594 4.056 0.2193
H -2.764 0.538 2.936 0.2094
H -2.859 1.651 4.149 0.1713
C 3.402 2.800 -1.228 -0.2611
O 2.303 1.991 -0.980 -0.4877
C 2.353 0.794 -0.560 1.0328
O 1.329 0.134 -0.309 -0.5826
O 3.666 0.328 -0.370 -0.5360
C 3.782 -1.025 -0.042 -0.3219
H 3.166 3.818 -0.920 0.1879
H 3.824 2.808 -2.232 0.1898
H 4.175 2.632 -0.478 0.2071
H 3.182 -1.268 0.835 0.2389
H 4.719 -1.387 0.380 0.1903
H 3.320 -1.759 -0.702 0.2266
```

The spin multiplicity is 5. The HOMO energy (alpha / beta) comes out at -0.07033 / -0.10999 Ha. As for the gap between HOMO and LUMO (alpha / beta): 4.292 / 5.370 eV. As for the net charge: -1. Its LUMO energy (alpha / beta) is 2.38 / 2.38 eV. For the largest force on an atom, the calculation gives 6.25 eV/Å.



ORCA calculation (the ωB97M-V functional and the def2-TZVPD basis) on C12H27F3O8PtS3 as an isolated structure.

```
54
Properties=species:S:1:pos:R:3:nbo_charge:R:1
Pt 0.366 0.209 -0.183 1.0360
C -2.081 1.143 4.160 -0.6141
C -1.194 0.106 4.838 -0.4135
C 0.123 -0.166 4.124 -0.5953
S 0.176 -1.008 2.534 1.2732
O -0.659 -0.113 1.575 -0.9546
C -0.821 -2.481 2.817 -0.6140
C -2.344 -2.301 2.750 -0.4124
C -2.919 -2.584 1.369 -0.6151
H -2.961 1.350 4.768 0.2198
H -2.413 0.808 3.178 0.2181
H -1.538 2.082 4.026 0.2041
H -1.736 -0.827 4.993 0.2120
H -0.927 0.462 5.837 0.2194
H 0.786 -0.783 4.738 0.2419
H 0.661 0.764 3.918 0.2414
H -0.477 -2.845 3.789 0.2331
H -0.474 -3.184 2.056 0.2873
H -2.629 -1.297 3.060 0.2053
H -2.780 -2.986 3.481 0.2139
H -2.529 -1.893 0.626 0.2330
H -4.006 -2.498 1.385 0.2089
H -2.658 -3.589 1.035 0.2220
C 1.125 -3.046 -2.342 -0.8970
S 0.096 -2.747 -0.944 2.4003
O 0.034 -3.957 -0.161 -0.9783
O 0.888 -1.718 -0.117 -0.9868
O -1.136 -2.181 -1.424 -0.9764
H 2.081 -3.435 -2.001 0.2480
H 1.250 -2.109 -2.880 0.2543
H 0.607 -3.776 -2.960 0.2462
C -2.568 1.608 -0.486 -0.6413
C -1.567 2.442 0.276 -0.0625
O -0.237 2.192 -0.245 -0.5345
C 0.740 3.201 0.114 -0.0611
C 1.272 3.025 1.516 -0.6518
H -3.569 1.828 -0.113 0.2221
H -2.380 0.542 -0.357 0.2372
H -2.532 1.841 -1.550 0.2261
H -1.577 2.209 1.341 0.1899
H -1.753 3.508 0.140 0.1857
H 0.250 4.166 -0.026 0.1839
H 1.532 3.114 -0.624 0.2207
H 0.488 3.128 2.268 0.1988
H 2.031 3.784 1.707 0.2334
H 1.749 2.048 1.608 0.2349
F 3.792 -1.421 -1.586 -0.3137
C 3.846 -0.393 -2.434 0.7077
F 3.371 -0.793 -3.615 -0.3141
F 5.116 -0.027 -2.586 -0.3074
S 2.879 1.031 -1.793 2.3299
O 3.327 1.226 -0.443 -0.9509
O 3.079 2.074 -2.750 -0.9269
O 1.466 0.501 -1.879 -0.9670
```

The spin multiplicity is 1. The HOMO energy comes out at -0.33912 Ha. As for the gap between HOMO and LUMO: 9.342 eV. As for the net charge: 0. Its LUMO energy is 0.11 eV. For the largest force on an atom, the calculation gives 0.35 eV/Å. As for the energy relative to the best compared isomer or geometry (same formula, charge and spin): 8.15 kcal/mol.



Q: Which of these has the highest net charge?
A: C12H27F3O8PtS3